# 1
This record from the Open Molecules 2025 dataset describes a single C2H2OS molecule. The level of theory is ωB97M-V with the def2-TZVPD basis set.

Last column: Löwdin charge in e.
Positions of all 6 atoms, in Å:
C: 0.008 -0.489 0.143  -0.4810
C: 1.177 0.418 0.012  -0.3689
H: 0.455 -1.416 -0.016  0.0350
H: 0.955 1.473 0.239  0.1129
O: 2.246 -0.099 -0.071  0.0771
S: -1.655 0.072 -0.037  0.6250

Max |F| ... 5.79 eV/Å
Energy above the lowest of the compared OMol25 structures with the same formula, charge and spin ... 20.9 kcal per mole
Charge ... 0
Highest occupied orbital energy ... -9.68 eV



# 2
This record from the Open Molecules 2025 dataset describes 5 unconnected molecules or ions with the total composition C2H14O5. The level of theory is ωB97M-V with the def2-TZVPD basis set.

Last column: Löwdin charge in e.
Positions of all 21 atoms, in Å:
C: -0.219 0.252 -2.041  -0.2669
O: -1.078 0.267 -0.843  -0.1427
C: 0.062 1.589 -2.733  -0.0742
H: 0.779 -0.186 -1.780  0.1088
H: -0.688 -0.441 -2.703  0.0958
H: -0.428 0.787 -0.271  0.0475
H: 1.143 1.780 -2.638  0.0773
H: -0.267 1.706 -3.783  0.0797
H: -0.507 2.263 -2.133  0.0597
H: -2.513 -0.709 1.711  0.0463
H: -1.817 -0.726 0.303  0.0651
O: -1.956 -1.303 1.176  -0.1220
H: 1.665 -0.984 1.421  -0.0409
H: 2.409 -0.636 0.194  0.0546
O: 2.152 -0.263 1.051  -0.0559
H: -0.147 -1.941 1.434  -0.0115
H: 0.345 -2.549 2.597  0.0933
O: 0.680 -2.329 1.690  -0.0545
H: 0.109 2.527 1.643  0.0543
H: 0.930 1.326 1.182  0.0736
O: 0.192 1.971 0.859  -0.0873

Max |F| ... 3.33 eV/Å
Energy above the lowest of the compared OMol25 structures with the same formula, charge and spin ... 19.6 kcal per mole
Charge ... 0
Highest occupied orbital energy ... -10.58 eV



# 3
This record from the Open Molecules 2025 dataset describes a gas-phase ion, C4H8NO (charge +1). The level of theory is ωB97M-V with the def2-TZVPD basis set.

Last column: Löwdin charge in e.
Positions of all 14 atoms, in Å:
C: -1.375 1.747 0.073  0.1093
C: -0.718 -0.697 -0.151  -0.2846
C: 1.679 0.063 0.069  -0.0886
C: 0.728 -1.130 0.002  -0.1381
N: -1.051 0.624 -0.278  0.1382
O: -1.597 -1.574 -0.184  0.2782
H: -1.410 2.143 1.057  0.1111
H: -1.373 2.506 -0.749  0.1375
H: 1.383 0.747 -0.840  0.1225
H: 2.730 -0.310 0.117  0.1039
H: 1.498 0.606 0.979  0.0656
H: 1.138 -1.862 -0.745  0.1555
H: 0.745 -1.776 0.922  0.1563
H: -2.375 -1.087 -0.272  0.1332

Max |F| ... 6.24 eV/Å
Energy above the lowest of the compared OMol25 structures with the same formula, charge and spin ... 37.3 kcal per mole
Charge ... +1
Highest occupied orbital energy ... -15.95 eV



# 4
This record from the Open Molecules 2025 dataset describes a single C24H31N5O3S2 molecule. The level of theory is ωB97M-V with the def2-TZVPD basis set.

Last column: Löwdin charge in e.
Positions of all 65 atoms, in Å:
C: -4.966 -4.052 -0.110  -0.0868
C: -5.424 -2.802 0.631  -0.2294
N: -5.104 -1.612 -0.123  0.0445
C: -6.017 -0.690 -0.454  -0.5776
O: -7.193 -0.736 -0.159  0.0473
C: -5.442 0.464 -1.277  -0.3472
H: -6.261 1.016 -1.736  0.0832
H: -4.735 0.115 -2.028  0.0818
S: -4.573 1.689 -0.247  1.0097
C: -3.024 0.925 -0.085  -0.6068
N: -2.679 -0.257 -0.535  0.0001
N: -1.395 -0.453 -0.214  0.0965
C: -0.961 0.597 0.433  -0.2576
N: -1.976 1.516 0.559  0.0075
C: -1.960 2.870 1.044  -0.1368
H: -1.233 2.950 1.852  0.1119
H: -2.959 3.097 1.427  0.1096
C: -1.589 3.853 -0.078  -0.1148
C: -0.182 3.607 -0.550  -0.2446
C: 0.067 2.895 -1.716  -0.0408
C: 1.367 2.637 -2.117  -0.0772
C: 2.432 3.085 -1.355  -0.0900
C: 2.192 3.792 -0.189  -0.0710
C: 0.893 4.050 0.210  -0.0466
H: 0.709 4.608 1.119  0.1176
H: 3.018 4.144 0.411  0.1102
H: 3.441 2.867 -1.665  0.1059
H: 1.558 2.077 -3.019  0.1115
H: -0.762 2.544 -2.315  0.1183
H: -1.684 4.865 0.318  0.1236
H: -2.297 3.738 -0.901  0.1081
C: 0.408 0.732 0.908  -0.1357
C: 0.729 1.216 2.173  -0.0197
C: 2.052 1.336 2.562  -0.0525
C: 3.068 0.958 1.700  -0.0651
C: 2.741 0.440 0.461  -0.2658
C: 1.431 0.319 0.057  -0.0081
H: 1.200 -0.070 -0.920  0.1231
S: 4.050 -0.121 -0.638  0.6609
O: 3.666 0.178 -1.986  -0.2811
O: 5.290 0.402 -0.143  -0.2820
N: 4.096 -1.768 -0.485  -0.2535
C: 4.659 -2.289 0.739  -0.2448
C: 3.641 -2.604 1.834  -0.0612
H: 2.995 -3.427 1.541  0.0701
H: 4.167 -2.890 2.741  0.0783
H: 3.021 -1.737 2.051  0.0603
H: 5.232 -3.190 0.501  0.1187
H: 5.358 -1.524 1.079  0.1068
C: 3.069 -2.515 -1.176  -0.2667
C: 3.578 -3.865 -1.672  -0.0678
H: 4.489 -3.728 -2.246  0.0836
H: 3.782 -4.537 -0.842  0.0666
H: 2.825 -4.322 -2.308  0.0770
H: 2.182 -2.655 -0.543  0.1182
H: 2.792 -1.896 -2.030  0.1066
H: 4.109 1.054 1.966  0.1174
H: 2.290 1.722 3.542  0.1107
H: -0.054 1.477 2.871  0.1150
H: -4.130 -1.458 -0.383  0.0874
H: -4.938 -2.752 1.613  0.1171
H: -6.507 -2.808 0.775  0.1139
H: -5.199 -4.938 0.474  0.0685
H: -3.892 -4.017 -0.278  0.0697
H: -5.467 -4.126 -1.071  0.0738

Max |F| ... 1.25 eV/Å
Energy above the lowest of the compared OMol25 structures with the same formula, charge and spin ... 0.0 kcal per mole
Charge ... 0
Highest occupied orbital energy ... -8.67 eV



- Which of these has the lowest highest occupied orbital energy?
  C4H8NO